Arrangement i

The following is a DFT calculation (the ωB97M-V functional and the def2-TZVPD basis) of a cluster of 2 separate species, C2H8NO in total.

```
12
Properties=species:S:1:pos:R:3
N 0.399 -0.381 2.600
H -0.100 -1.160 3.010
H 0.492 0.407 3.228
H 1.326 -0.732 2.350
H -0.035 -0.037 1.734
O -0.228 0.396 -0.019
C -0.358 0.756 -1.174
C -0.242 -0.126 -2.363
H -0.511 1.852 -1.292
H 0.378 -0.968 -2.104
H 0.135 0.368 -3.258
H -1.255 -0.376 -2.712
```

- orbital gap (hartree) = 0.3844
- net charge = +1

Löwdin population analysis, charges in e, atoms 1 to 4: 0.327, 0.155, 0.156, 0.161



Arrangement ii

The following is a DFT calculation (the ωB97M-V functional and the def2-TZVPD basis) of a cluster of 2 separate species, C2H8NO in total.

```
12
Properties=species:S:1:pos:R:3
O 1.508 -1.800 1.820
H 0.336 1.024 0.503
H 2.351 -1.602 2.204
H 1.462 -2.753 1.869
C -0.803 1.596 -1.175
C -0.504 -0.600 -0.227
N -0.352 0.663 -0.151
H -0.337 1.463 -2.149
H -0.673 2.639 -0.911
H -1.879 1.482 -1.289
H -0.076 -1.143 0.602
H -1.034 -0.969 -1.095
```

- orbital gap (hartree) = 0.3897
- net charge = +1

Löwdin population analysis, charges in e, atoms 1 to 4: -0.040, 0.180, 0.046, 0.055



Arrangement iii

The following is a DFT calculation (the ωB97M-V functional and the def2-TZVPD basis) of a cluster of 2 separate species, C2H8NO in total.

```
12
Properties=species:S:1:pos:R:3
N 1.827 1.475 -0.845
H 2.693 1.285 -0.396
H 1.301 2.102 -0.327
H 1.162 0.618 -0.660
H 1.969 1.605 -1.915
C -2.039 -0.777 0.159
C -0.921 -0.607 0.859
O 0.401 -0.537 0.206
H -2.926 -0.229 0.377
H -1.881 -1.498 -0.550
H -1.116 -0.329 1.950
H 0.557 -1.286 -0.322
```

- orbital gap (hartree) = 0.3453
- net charge = +1

Löwdin population analysis, charges in e, atoms 1 to 4: 0.289, 0.130, 0.108, 0.119



It is arrangement i that is the most stable of them.



Arrangement i

The following is a DFT calculation (the ωB97M-V functional and the def2-TZVPD basis) of a cluster of 3 separate species, C36H60BrCl2F3O8 in total.

```
110
Properties=species:S:1:pos:R:3
C 3.602 3.122 1.975
O 2.349 3.249 1.337
C 2.384 3.998 0.132
C 1.200 4.979 0.025
C 0.021 4.664 0.945
C -0.832 3.451 0.555
C -1.326 3.489 -0.895
C -2.435 2.475 -1.223
C -1.953 1.045 -1.551
O -1.149 0.683 -0.445
C -0.551 -0.604 -0.382
C 0.173 -0.692 0.971
C 1.675 -0.367 0.938
C 2.642 -1.458 1.457
C 2.215 -2.884 1.075
C 4.035 -1.135 0.876
C 4.200 -1.468 -0.613
C 5.526 -1.071 -1.259
C 5.781 0.148 -1.781
C 5.540 1.429 -1.015
C 6.339 0.288 -3.179
C -1.258 1.093 -2.919
Cl -2.347 1.016 -4.271
C 0.035 1.265 -3.178
C 1.149 1.396 -2.186
Cl 0.602 1.373 -4.814
C -3.203 0.111 -1.541
C -4.559 0.686 -1.981
C -5.452 1.147 -0.827
O -6.565 0.266 -0.700
C -7.045 0.103 0.604
C -8.556 0.215 0.599
F -9.135 -0.608 -0.287
F -8.957 1.464 0.315
F -9.040 -0.088 1.818
O -2.900 -1.077 -2.280
C -3.498 -2.218 -1.758
Br -3.818 -3.469 -3.212
H 3.538 2.262 2.643
H 4.399 2.920 1.254
H 3.833 4.017 2.563
H 2.392 3.301 -0.713
H 3.322 4.560 0.083
H 1.568 5.971 0.303
H 0.903 5.056 -1.022
H 0.411 4.502 1.949
H -0.613 5.555 1.000
H -1.727 3.478 1.183
H -0.257 2.546 0.745
H -0.516 3.457 -1.626
H -1.790 4.476 -1.022
H -2.977 2.867 -2.083
H -3.087 2.438 -0.346
H -1.282 -1.413 -0.443
H 0.161 -0.764 -1.196
H -0.035 -1.667 1.414
H -0.324 0.038 1.614
H 1.999 -0.071 -0.057
H 1.836 0.507 1.575
H 2.725 -1.353 2.540
H 1.573 -2.874 0.191
H 3.082 -3.518 0.898
H 1.609 -3.324 1.869
H 4.191 -0.059 1.005
H 4.800 -1.646 1.458
H 4.107 -2.539 -0.794
H 3.438 -0.968 -1.213
H 6.282 -1.855 -1.295
H 6.416 2.058 -1.189
H 5.423 1.240 0.046
H 4.678 2.011 -1.374
H 5.590 -0.060 -3.888
H 7.248 -0.311 -3.303
H 6.592 1.327 -3.398
H 1.672 0.443 -2.093
H 1.884 2.094 -2.591
H 0.822 1.769 -1.221
H -3.308 -0.165 -0.483
H -4.479 1.447 -2.750
H -5.095 -0.139 -2.458
H -4.875 1.106 0.105
H -5.772 2.187 -0.943
H -6.685 0.857 1.307
H -6.792 -0.890 0.994
H -2.834 -2.750 -1.078
H -4.473 -2.024 -1.311
O 5.165 -2.209 3.732
C 6.325 -1.918 3.744
O 6.983 -1.507 2.632
C 8.381 -1.331 2.911
C 8.464 -1.126 4.419
C 7.292 -1.971 4.913
H 8.912 -2.228 2.585
H 8.743 -0.482 2.337
H 9.429 -1.409 4.835
H 8.288 -0.077 4.660
H 7.572 -3.012 5.077
H 6.821 -1.576 5.809
O -5.736 -4.155 0.679
C -6.753 -4.328 0.071
O -6.813 -5.083 -1.048
C -8.125 -5.012 -1.631
C -9.049 -4.607 -0.487
C -8.123 -3.743 0.363
H -8.105 -4.270 -2.431
H -8.367 -5.983 -2.056
H -9.950 -4.100 -0.826
H -9.350 -5.491 0.077
H -8.128 -2.703 0.036
H -8.336 -3.792 1.427
```

- orbital gap (hartree) = 0.2976
- SMILES = COCCCCCC[C@](OCCC[C@@H](C)CCC=C(C)C)(/C(Cl)=C(\C)Cl)[C@@H](CCOCC(F)(F)F)OCBr.O=C1CCCO1.O=C1CCCO1

Löwdin population analysis, charges in e, atoms 1 to 4: -0.100, -0.210, -0.213, -0.161



Arrangement ii

The following is a DFT calculation (the ωB97M-V functional and the def2-TZVPD basis) of a cluster of 3 separate species, C36H60BrCl2F3O8 in total.

```
110
Properties=species:S:1:pos:R:3
C 0.834 2.561 4.528
O 1.231 1.379 3.858
C 0.893 0.196 4.571
C 2.046 -0.826 4.598
C 3.119 -0.598 3.538
C 2.723 -0.976 2.106
C 2.166 -2.401 2.006
C 2.085 -2.943 0.565
C 0.815 -2.519 -0.203
O 0.799 -1.112 -0.121
C -0.245 -0.404 -0.757
C 0.053 1.095 -0.549
C -0.689 1.731 0.633
C -1.568 2.961 0.309
C -2.343 2.840 -1.016
C -2.573 3.093 1.479
C -3.704 2.057 1.459
C -4.636 2.109 2.670
C -4.355 1.457 3.846
C -3.163 1.863 4.692
C -5.226 0.333 4.340
C -0.359 -3.279 0.410
Cl -0.570 -4.909 -0.198
C -1.196 -2.885 1.376
C -1.164 -1.548 2.053
Cl -2.443 -3.924 1.980
C 1.056 -2.893 -1.705
C 1.920 -4.127 -2.011
C 3.380 -3.812 -2.336
O 3.642 -4.016 -3.720
C 4.574 -3.134 -4.267
C 5.563 -3.899 -5.127
F 4.959 -4.682 -6.044
F 6.366 -4.670 -4.346
F 6.387 -3.033 -5.780
O -0.186 -3.001 -2.399
C -0.117 -2.554 -3.706
Br -1.427 -3.577 -4.745
H 0.775 3.342 3.773
H -0.165 2.455 4.955
H 1.574 2.839 5.281
H -0.008 -0.235 4.128
H 0.638 0.466 5.597
H 2.532 -0.725 5.569
H 1.627 -1.830 4.582
H 3.403 0.451 3.558
H 4.008 -1.159 3.834
H 3.641 -0.972 1.517
H 2.001 -0.250 1.744
H 1.249 -2.551 2.568
H 2.912 -3.030 2.503
H 2.121 -4.023 0.658
H 2.971 -2.562 0.060
H -0.312 -0.570 -1.833
H -1.232 -0.609 -0.341
H -0.104 1.612 -1.493
H 1.124 1.155 -0.355
H -1.299 1.025 1.189
H 0.069 2.088 1.332
H -0.935 3.845 0.332
H -2.435 1.792 -1.303
H -3.313 3.316 -0.932
H -1.757 3.301 -1.810
H -2.003 2.958 2.401
H -2.985 4.098 1.493
H -4.358 2.156 0.596
H -3.321 1.038 1.456
H -5.547 2.687 2.527
H -3.504 1.866 5.726
H -2.785 2.834 4.408
H -2.359 1.113 4.638
H -5.140 -0.496 3.645
H -6.262 0.680 4.398
H -4.903 0.032 5.337
H -1.935 -0.914 1.619
H -1.468 -1.698 3.090
H -0.190 -1.080 2.071
H 1.587 -2.028 -2.112
H 1.837 -4.921 -1.283
H 1.519 -4.557 -2.931
H 3.531 -2.748 -2.127
H 4.073 -4.349 -1.685
H 5.173 -2.592 -3.536
H 4.084 -2.414 -4.930
H -0.446 -1.522 -3.790
H 0.842 -2.737 -4.183
O -2.225 6.272 1.064
C -2.769 6.764 2.007
O -3.579 6.064 2.839
C -4.173 6.942 3.811
C -3.248 8.150 3.875
C -2.718 8.217 2.444
H -5.177 7.204 3.471
H -4.250 6.419 4.761
H -3.749 9.056 4.208
H -2.424 7.949 4.561
H -3.370 8.799 1.791
H -1.702 8.596 2.392
O 1.545 -1.151 -6.993
C 1.734 -2.138 -7.642
O 0.731 -2.914 -8.111
C 1.267 -4.084 -8.751
C 2.691 -3.710 -9.139
C 3.073 -2.739 -8.026
H 1.234 -4.912 -8.039
H 0.650 -4.333 -9.610
H 3.353 -4.570 -9.227
H 2.689 -3.189 -10.098
H 3.485 -3.255 -7.159
H 3.758 -1.965 -8.362
```

- orbital gap (hartree) = 0.2759
- SMILES = COCCCCCC[C@](OCCC[C@@H](C)CCC=C(C)C)(/C(Cl)=C(\C)Cl)[C@@H](CCOCC(F)(F)F)OCBr.O=C1CCCO1.O=C1CCCO1

Löwdin population analysis, charges in e, atoms 1 to 4: -0.097, -0.210, -0.215, -0.162



It is arrangement i that is the most stable of them.



Arrangement i

The following is a DFT calculation (the ωB97M-V functional and the def2-TZVPD basis) of a cluster of 2 separate species, C2H2ClOP in total.

```
7
Properties=species:S:1:pos:R:3
C -0.324 1.062 0.303
C -0.991 0.191 0.919
O 0.247 1.986 -0.144
P 1.606 -1.732 -0.702
Cl 1.918 -1.252 -2.577
H -1.962 0.504 1.160
H -0.494 -0.758 1.040
```

- orbital gap (spin up / spin down) (hartree) = 0.2559 / 0.2577

Löwdin population analysis, charges in e, atoms 1 to 4: -0.344, -0.015, 0.144, 0.161



Arrangement ii

The following is a DFT calculation (the ωB97M-V functional and the def2-TZVPD basis) of a cluster of 2 separate species, C2H2ClOP in total.

```
7
Properties=species:S:1:pos:R:3
C 2.146 1.259 -0.038
C 3.080 0.385 -0.394
O 1.753 2.361 0.089
P -0.175 0.441 -0.797
Cl 3.654 -1.118 0.019
H -0.419 -0.976 -0.757
H -0.750 0.596 0.397
```

- orbital gap (spin up / spin down) (hartree) = 0.2731 / 0.2505

Löwdin population analysis, charges in e, atoms 1 to 4: -0.536, -0.528, 0.030, 0.781



It is arrangement i that is the most stable of them.



Arrangement i

The following is a DFT calculation (the ωB97M-V functional and the def2-TZVPD basis) of a structure of composition CHN4O2.

```
8
Properties=species:S:1:pos:R:3
C 1.334 0.702 0.062
N -1.549 -1.366 0.134
N -0.258 -1.671 0.153
N -1.205 -0.072 -0.131
N 0.111 -0.409 -0.080
O 2.424 0.240 0.202
O 0.812 1.785 0.057
H -1.668 0.791 -0.395
```

- orbital gap (hartree) = 0.3368
- net charge = -1

Löwdin population analysis, charges in e, atoms 1 to 4: -0.721, -0.111, -0.086, -0.098



Arrangement ii

The following is a DFT calculation (the ωB97M-V functional and the def2-TZVPD basis) of a cluster of 2 separate species, CHN4O2 in total.

```
8
Properties=species:S:1:pos:R:3
C 2.047 0.097 -1.620
N 2.122 -0.883 -2.202
N -1.279 0.817 0.520
N -0.364 1.391 -0.162
N -1.036 -0.367 1.149
O 0.096 -0.887 1.170
O -2.068 -0.866 1.650
H 0.482 0.699 -0.506
```

- orbital gap (hartree) = 0.2422
- net charge = -1

Löwdin population analysis, charges in e, atoms 1 to 4: -0.492, -0.225, -0.030, 0.133



It is arrangement i that is the most stable of them.